(1)
A molecular structure, C34H57BClN9O3PSSiTb at a distorted geometry. Source: OMol25; level of theory: ωB97M-V/def2-TZVPD.

Each line ends with the Mulliken charge.
Positions of all 109 atoms, in Å:
1 Tb -0.220 0.815 1.500  -0.22
2 C -1.518 1.435 -6.299  -1.64
3 C -2.123 2.611 -5.571  1.06
4 C -3.595 2.361 -5.179  -1.32
5 C -1.261 2.790 -4.382  0.12
6 C 0.134 2.496 -4.178  -1.11
7 C 0.389 2.926 -2.915  -0.47
8 N -0.828 3.369 -2.340  0.96
9 N -1.774 3.334 -3.301  -0.96
10 B -1.214 3.779 -0.869  -0.04
11 N -0.041 3.806 0.042  0.59
12 C 0.965 4.734 -0.057  -0.99
13 C 1.687 4.751 1.093  -1.12
14 C 1.103 3.741 1.925  0.16
15 N 0.177 3.063 1.222  0.38
16 C 1.583 3.485 3.336  1.56
17 C 3.135 3.379 3.159  -1.61
18 C 1.131 4.606 4.309  -1.54
19 N -2.380 2.777 -0.339  -0.17
20 C -3.651 2.859 -0.861  -0.38
21 C -4.306 1.660 -0.602  -1.74
22 C -3.409 1.004 0.363  -0.38
23 N -2.283 1.683 0.446  1.19
24 C -3.619 -0.296 1.070  2.23
25 C -3.227 -1.393 -0.018  -1.32
26 C -5.101 -0.416 1.513  -1.85
27 H -2.154 0.958 -7.057  0.39
28 H -1.141 0.628 -5.718  0.41
29 H -0.640 1.776 -6.812  0.35
30 H -1.922 3.567 -6.100  0.18
31 H -3.660 1.402 -4.632  0.25
32 H -4.178 2.326 -6.089  0.45
33 H -3.963 3.177 -4.506  0.28
34 H 0.836 2.019 -4.902  0.30
35 H 1.316 2.971 -2.373  0.51
36 H -1.792 4.776 -0.922  -0.18
37 H 1.066 5.306 -0.942  0.62
38 H 2.469 5.399 1.401  0.59
39 H 1.157 2.607 3.756  -0.23
40 H 3.538 4.198 2.656  0.40
41 H 3.670 3.192 4.070  0.39
42 H 3.295 2.566 2.443  0.36
43 H 1.629 5.582 4.067  0.33
44 H 1.416 4.301 5.337  0.44
45 H 0.008 4.670 4.334  0.26
46 H -3.984 3.743 -1.479  0.38
47 H -5.273 1.345 -0.938  0.48
48 H -2.986 -0.398 1.951  -0.55
49 H -3.835 -1.293 -0.946  0.39
50 H -3.348 -2.392 0.419  0.45
51 H -2.169 -1.269 -0.290  0.18
52 H -5.741 -0.782 0.713  0.34
53 H -5.464 0.536 1.869  0.45
54 H -5.105 -1.087 2.407  0.41
55 C 4.573 -2.188 2.228  -1.17
56 Si 3.362 -2.905 1.013  0.32
57 C 3.473 -1.857 -0.468  -0.04
58 C 3.431 -4.701 0.591  -1.00
59 C 1.548 -2.777 1.678  0.41
60 C 0.755 -3.912 1.916  -0.09
61 C -0.499 -3.784 2.507  -1.43
62 C -1.062 -2.524 2.597  0.01
63 N -0.385 -1.423 2.274  0.63
64 C 0.961 -1.566 2.218  -0.14
65 S 1.862 -0.265 2.889  -0.53
66 H 5.464 -2.859 2.170  0.33
67 H 4.293 -2.163 3.283  0.37
68 H 4.879 -1.195 1.974  0.34
69 H 3.051 -0.847 -0.197  0.00
70 H 4.525 -1.773 -0.815  0.39
71 H 2.928 -2.193 -1.325  -0.32
72 H 4.371 -4.829 -0.081  0.24
73 H 2.521 -5.030 0.053  0.29
74 H 3.606 -5.384 1.465  0.29
75 H 1.035 -4.871 1.544  0.37
76 H -0.956 -4.751 2.778  0.34
77 H -2.115 -2.406 2.924  0.40
78 C -1.920 -0.227 7.094  -1.24
79 C -1.898 0.591 5.817  0.54
80 C -2.718 1.672 5.489  -1.17
81 C -2.396 1.992 4.168  0.44
82 N -1.353 1.256 3.750  0.82
83 N -1.044 0.416 4.772  0.10
84 C -2.837 3.231 3.457  -1.11
85 H -0.885 -0.670 7.226  0.29
86 H -2.764 -0.984 7.160  0.23
87 H -2.054 0.459 7.951  0.37
88 H -3.379 2.217 6.128  0.48
89 H -0.138 -0.008 4.719  0.05
90 H -3.331 3.860 4.233  0.39
91 H -3.528 2.966 2.684  0.17
92 H -1.971 3.674 2.980  0.03
93 Cl 0.248 -0.080 -0.885  -0.35
94 C 1.396 -3.220 -3.574  -0.11
95 O 1.661 -4.135 -4.672  -0.27
96 P 3.068 -4.344 -5.472  -0.02
97 O 3.282 -5.987 -5.541  -0.27
98 C 2.310 -6.734 -6.232  -0.63
99 O 4.101 -4.163 -4.219  -0.13
100 C 5.146 -5.090 -4.011  -0.60
101 H 2.390 -2.949 -3.190  -0.02
102 H 0.809 -3.762 -2.796  0.21
103 H 0.961 -2.231 -3.837  0.24
104 H 1.405 -6.081 -6.384  0.28
105 H 2.006 -7.635 -5.642  0.22
106 H 2.715 -7.042 -7.200  0.25
107 H 4.867 -5.917 -3.377  0.27
108 H 6.016 -4.603 -3.589  0.26
109 H 5.414 -5.451 -5.005  0.29

Calculated values
HOMO energy (alpha / beta) = -7.69 / -7.69 eV
HOMO-LUMO gap (alpha / beta) = 0.2645 / 0.2834 Eh
Net charge = 0
ΔE to the lowest compared entry with this formula, charge and spin = 447.8 kJ/mol
⟨S²⟩ = 12.04
Multiplicity = 7

***

(2)
A molecular structure, C7H11Br2N2O at a distorted geometry. Source: OMol25; level of theory: ωB97M-V/def2-TZVPD.

Each line ends with the Mulliken charge.
Positions of all 23 atoms, in Å:
1 C 1.444 0.932 0.888  0.45
2 C -0.309 -0.470 -0.026  -0.77
3 C -0.125 0.059 -1.232  1.24
4 C -0.489 0.364 2.166  -0.17
5 C 1.208 2.270 1.784  -0.49
6 C -0.849 -0.629 -2.404  -1.37
7 C 0.489 1.344 -1.537  -1.34
8 N 0.314 0.140 1.137  0.16
9 N -0.176 0.421 3.460  -0.32
10 O 2.391 0.681 0.280  -0.35
11 Br 2.662 3.696 1.518  -0.01
12 Br -0.641 2.905 1.740  0.04
13 H -0.939 -1.358 0.088  0.34
14 H -1.527 0.072 2.110  0.50
15 H -0.151 -1.160 -2.996  0.33
16 H -1.362 0.193 -2.921  0.39
17 H -1.545 -1.417 -2.025  0.37
18 H 0.081 2.050 -0.868  0.33
19 H 0.219 1.818 -2.592  0.35
20 H 1.594 1.439 -1.552  0.35
21 H -0.734 -0.229 3.994  0.31
22 H 1.626 1.876 2.909  0.42
23 H 0.820 0.432 3.870  0.25

Calculated values
HOMO energy = -13.35 eV
HOMO-LUMO gap = 0.3052 Eh
Net charge = +1

***

no.,E_tot (eV)
1,-119374.6101
2,-152539.9582